[1]
{
  "formula": "C4H7NO",
  "method": "ωB97M-V/def2-TZVPD",
  "energy_ha": -286.45763,
  "e_homo_ev": -8.55,
  "symbols": ["C", "C", "C", "C", "N", "O", "H", "H", "H", "H", "H", "H", "H"],
  "positions_angstrom": [[-1.326, -0.290, -1.544], [-0.773, -0.456, -0.345], [-0.958, -0.647, 1.082], [1.384, 0.814, -0.786], [0.597, -0.340, -1.070], [-0.237, -0.157, -2.278], [-2.303, -0.405, -2.057], [-0.784, 0.260, 1.701], [-2.101, -0.895, 1.319], [-0.394, -1.452, 1.659], [1.990, 1.025, -1.693], [0.814, 1.635, -0.456], [2.313, 0.597, -0.118]],
  "forces_ev_per_angstrom": [[-2.7, -0.9, 0.5], [2.6, 0.2, -1.0], [-2.6, -0.7, 3.0], [3.3, -0.7, -0.6], [-2.2, -1.5, 1.2], [2.2, 0.9, -1.1], [0.7, 0.2, 0.7], [0.0, -0.2, -0.6], [2.3, 0.5, -0.7], [-0.4, 0.7, -1.5], [-0.8, 0.3, 0.1], [-0.5, 1.3, 0.4], [-2.1, 0.0, -0.4]]
}


[2]
{
  "formula": "C16H42N3O7Pb",
  "method": "ωB97M-V/def2-TZVPD",
  "total_charge": 1,
  "energy_ha": -1518.42925,
  "e_homo_ev": -11.21,
  "symbols": ["Pb", "O", "H", "C", "C", "C", "O", "C", "N", "H", "H", "H", "H", "H", "H", "H", "H", "H", "H", "H", "C", "C", "C", "O", "C", "N", "H", "H", "H", "H", "H", "H", "H", "H", "H", "H", "H", "C", "C", "C", "O", "C", "N", "H", "H", "H", "H", "H", "H", "H", "H", "H", "H", "H", "C", "C", "O", "C", "O", "O", "C", "H", "H", "H", "H", "H", "H", "H", "H"],
  "positions_angstrom": [[0.810, -0.533, -0.183], [2.649, -1.864, -0.184], [3.411, -2.446, -0.186], [3.485, 3.029, -2.334], [2.245, 2.343, -1.758], [1.445, 1.688, -2.855], [0.284, 1.132, -2.279], [-0.798, 0.990, -3.159], [2.559, 1.332, -0.721], [3.207, 3.683, -3.164], [4.187, 2.295, -2.736], [3.981, 3.622, -1.569], [1.609, 3.099, -1.288], [2.022, 0.914, -3.373], [1.131, 2.471, -3.554], [-1.671, 0.741, -2.555], [-0.634, 0.128, -3.817], [-0.974, 1.910, -3.719], [2.931, 1.821, 0.091], [3.345, 0.769, -1.047], [1.283, -4.611, -2.886], [0.485, -3.321, -2.731], [-0.312, -3.333, -1.441], [-1.111, -2.161, -1.256], [-2.320, -2.223, -1.973], [1.381, -2.122, -2.708], [2.009, -4.718, -2.077], [1.871, -4.565, -3.806], [0.650, -5.498, -2.941], [-0.157, -3.196, -3.605], [0.415, -3.360, -0.622], [-0.928, -4.236, -1.374], [-2.875, -1.303, -1.792], [-2.938, -3.051, -1.606], [-2.178, -2.334, -3.049], [2.131, -2.306, -2.025], [1.845, -2.108, -3.615], [-0.250, -2.015, 4.303], [-0.181, -1.116, 3.070], [1.046, -0.225, 3.196], [1.134, 0.699, 2.116], [1.087, 2.059, 2.504], [-0.178, -1.923, 1.816], [-0.269, -1.474, 5.250], [0.597, -2.711, 4.322], [-1.140, -2.652, 4.307], [-1.044, -0.447, 3.110], [1.960, -0.830, 3.196], [0.986, 0.327, 4.135], [0.153, 2.325, 3.006], [1.189, 2.649, 1.588], [1.960, 2.334, 3.105], [-1.113, -2.328, 1.793], [0.455, -2.706, 1.991], [-3.236, 2.292, 3.805], [-3.904, 1.567, 2.679], [-2.978, 0.882, 1.825], [-2.220, 1.534, 0.970], [-1.341, 0.979, 0.359], [-2.524, 2.822, 0.848], [-1.703, 3.579, -0.055], [-4.013, 2.692, 4.459], [-2.648, 3.129, 3.434], [-2.625, 1.623, 4.411], [-4.564, 2.226, 2.118], [-4.539, 0.780, 3.084], [-2.286, 4.462, -0.286], [-1.547, 3.009, -0.972], [-0.743, 3.778, 0.410]],
  "forces_ev_per_angstrom": [[0.5, -0.5, -0.7], [-0.3, 0.2, 0.1], [0.0, 0.1, 0.2], [-0.3, -0.1, -0.1], [0.4, 0.0, 0.1], [-0.4, 0.3, 0.0], [0.1, 0.3, 0.5], [-0.3, -0.7, 0.0], [0.6, 0.7, -0.2], [0.0, 0.1, 0.1], [0.0, 0.0, 0.1], [0.1, 0.0, 0.0], [-0.1, -0.1, 0.0], [0.1, 0.0, -0.1], [0.2, -0.1, -0.2], [0.0, 0.2, 0.0], [0.0, 0.2, -0.3], [0.0, 0.0, -0.1], [-0.1, -0.1, 0.1], [-0.1, -0.2, 0.0], [0.2, 0.0, -0.2], [0.7, 0.6, -0.1], [0.0, 0.0, 0.0], [0.2, -0.5, 0.0], [-0.6, 0.0, 0.1], [0.0, -0.8, -0.2], [-0.2, -0.1, 0.1], [-0.1, 0.0, 0.0], [0.0, 0.0, 0.1], [-0.2, -0.1, 0.1], [-0.1, 0.0, 0.1], [-0.1, 0.1, 0.0], [0.1, 0.1, 0.0], [0.1, 0.0, -0.1], [0.1, 0.0, 0.0], [-0.3, 0.2, 0.0], [-0.1, 0.2, 0.0], [-0.1, -0.6, 0.2], [0.1, 0.0, 0.7], [0.1, -0.3, -0.1], [0.0, 0.1, 0.2], [0.5, 0.3, -0.6], [-0.3, 0.3, 1.3], [0.1, 0.2, -0.1], [0.1, 0.2, 0.0], [0.0, 0.2, -0.2], [-0.1, -0.1, -0.5], [0.0, 0.0, 0.0], [0.0, -0.1, 0.1], [0.0, -0.1, 0.1], [-0.3, -0.1, 0.0], [-0.2, -0.2, 0.3], [0.1, -0.1, -0.5], [0.0, 0.1, -0.2], [0.1, 0.3, 0.3], [-0.9, -0.1, 0.3], [0.0, -0.3, 0.1], [0.0, 0.2, -0.1], [-0.1, 0.1, -0.1], [-0.2, 0.0, 0.2], [-0.3, -0.5, -0.4], [0.0, 0.1, 0.0], [0.1, 0.0, 0.1], [0.1, 0.0, -0.1], [0.2, 0.1, -0.3], [0.1, -0.1, -0.1], [0.2, 0.2, 0.2], [0.1, 0.0, 0.1], [0.0, 0.2, 0.0]]
}


[3]
{
  "formula": "C27H31Br4NO6PbSi",
  "method": "ωB97M-V/def2-TZVPD",
  "energy_ha": -12332.00125,
  "e_homo_ev": [-8.96, -8.32],
  "symbols": ["Pb", "Br", "C", "C", "Br", "C", "Br", "C", "O", "C", "O", "C", "Br", "N", "C", "C", "C", "C", "C", "C", "C", "C", "C", "H", "H", "H", "H", "C", "C", "C", "C", "O", "Si", "O", "O", "C", "C", "C", "C", "O", "C", "C", "C", "C", "H", "H", "H", "H", "H", "H", "H", "H", "H", "H", "H", "H", "H", "H", "H", "H", "H", "H", "H", "H", "H", "H", "H", "H", "H", "H", "H"],
  "positions_angstrom": [[-0.970, 2.386, -0.970], [-7.341, -1.215, -1.631], [-5.946, 0.041, -1.695], [-6.157, 1.267, -2.485], [-7.827, 1.533, -3.219], [-5.125, 2.137, -2.753], [-5.263, 3.447, -4.039], [-3.955, 2.043, -1.952], [-3.084, 2.975, -1.962], [-3.771, 0.785, -1.183], [-2.593, 0.651, -0.639], [-4.783, -0.193, -1.054], [-4.489, -1.512, 0.230], [0.158, -3.536, -9.192], [0.228, -2.893, -8.202], [0.273, -2.084, -7.035], [0.304, -2.634, -5.724], [0.399, -1.853, -4.610], [0.109, -0.422, -4.665], [0.123, 0.132, -5.998], [0.161, -0.682, -7.124], [-0.135, 0.384, -3.518], [-0.180, 0.982, -2.406], [0.198, -3.725, -5.707], [0.603, -2.271, -3.565], [-0.130, 1.204, -5.997], [0.150, -0.210, -8.141], [-2.205, 0.643, 3.297], [-0.854, 0.181, 3.994], [-0.248, 1.474, 4.711], [-1.029, -1.030, 4.877], [0.103, -0.169, 2.944], [0.808, 0.777, 1.816], [-0.252, 1.772, 1.073], [1.501, -0.307, 0.795], [1.484, -1.674, 0.436], [0.116, -1.968, -0.139], [2.655, -1.882, -0.497], [1.739, -2.433, 1.755], [2.000, 1.659, 2.512], [3.425, 1.679, 2.680], [3.844, 0.514, 3.565], [3.687, 3.114, 3.227], [4.031, 1.534, 1.245], [-2.794, 0.911, 4.163], [-2.647, -0.134, 2.713], [-1.994, 1.542, 2.678], [-0.698, 1.562, 5.674], [-0.415, 2.329, 4.116], [0.863, 1.372, 4.813], [-2.017, -1.546, 4.737], [-1.067, -0.707, 5.925], [-0.229, -1.683, 4.661], [0.123, -2.015, -1.244], [-0.627, -1.224, 0.239], [-0.072, -2.986, 0.236], [2.516, -1.148, -1.290], [2.748, -2.861, -0.945], [3.526, -1.698, 0.178], [1.050, -1.980, 2.495], [2.776, -2.270, 2.146], [1.641, -3.494, 1.654], [4.377, 0.811, 4.504], [4.557, -0.110, 2.930], [3.059, -0.172, 3.773], [3.223, 3.104, 4.265], [3.137, 3.862, 2.636], [4.728, 3.403, 3.296], [3.525, 0.722, 0.652], [5.077, 1.336, 1.228], [3.872, 2.457, 0.715]],
  "forces_ev_per_angstrom": [[1.1, 0.8, 2.6], [0.3, 0.1, 0.2], [-0.7, -0.1, -0.1], [0.9, -0.2, -0.4], [-0.3, 0.2, -0.3], [-1.7, -0.6, 0.6], [0.1, 0.6, -0.2], [1.6, 2.0, -0.8], [-2.2, -2.6, -0.5], [5.2, 0.4, 1.7], [-3.5, 0.3, -1.4], [-0.5, 0.1, 0.6], [0.0, -0.2, -0.3], [0.3, 1.9, 3.0], [-0.3, -2.1, -3.2], [-0.6, 1.5, 1.8], [0.2, -1.0, -1.8], [-0.7, 1.7, 2.7], [1.2, -1.7, -2.6], [-1.3, -0.1, 2.2], [0.7, 0.4, -1.3], [0.5, 1.5, 3.6], [0.2, -2.7, -4.4], [0.6, 0.4, 0.5], [-0.6, 0.3, -1.7], [0.4, -0.5, -0.7], [-0.1, -0.5, 1.1], [2.1, 0.7, 1.2], [0.3, 2.3, -2.0], [0.8, -2.7, -0.1], [-1.9, 0.7, 0.7], [-1.0, -0.2, 0.9], [0.1, 0.2, -0.9], [0.3, -0.5, -0.4], [0.6, 1.2, -0.3], [0.1, 0.2, 1.4], [-0.2, -0.9, -0.1], [0.3, 0.6, 0.6], [0.3, 1.0, 0.6], [-0.3, 0.3, 0.0], [-0.6, 0.6, -1.7], [2.6, -0.3, -0.5], [-1.2, -0.9, 1.4], [-1.3, -0.5, 0.0], [-0.8, 0.1, 0.0], [-0.3, -0.6, -0.3], [-0.2, -0.7, 0.4], [-0.3, 0.4, 0.8], [-0.3, 1.0, -0.7], [-1.0, -0.1, 0.1], [0.9, 0.3, -0.3], [0.4, -0.3, -0.1], [0.9, -0.9, 0.2], [-0.1, 0.3, 0.5], [0.5, -0.8, -0.4], [-0.8, 0.3, -0.4], [0.6, 0.1, -0.1], [-0.2, -0.4, 0.1], [-0.2, 0.1, -1.2], [0.3, -0.8, -0.3], [-0.7, 0.2, -0.5], [-0.4, -0.7, 0.0], [-0.5, -0.2, -0.7], [-0.5, 0.7, 1.1], [-1.0, -0.2, 0.4], [0.7, 0.3, -1.1], [0.2, -0.4, 0.0], [0.3, -0.2, 0.0], [0.4, 0.7, 0.8], [1.0, -0.1, 0.3], [-0.1, 0.5, -0.3]]
}


[4]
{
  "formula": "C3H2N2O2",
  "method": "ωB97M-V/def2-TZVPD",
  "smiles": "[H]/N=C(/C#N)OC=O",
  "energy_ha": -375.46393,
  "e_homo_ev": -11.68,
  "symbols": ["H", "N", "C", "C", "N", "O", "C", "O", "H"],
  "positions_angstrom": [[-1.734, -2.046, -0.108], [-1.859, -1.058, 0.113], [-0.797, -0.390, 0.065], [-0.790, 1.042, 0.337], [-0.531, 2.156, 0.506], [0.459, -0.827, -0.250], [1.492, 0.144, -0.230], [1.947, 0.594, -1.226], [1.812, 0.386, 0.793]],
  "forces_ev_per_angstrom": [[0.2, 0.1, 0.0], [0.4, 0.1, 0.0], [-0.3, 0.0, 0.0], [0.2, 1.2, 0.2], [-0.5, -1.0, -0.1], [-0.1, 0.0, -0.1], [0.3, 0.3, -0.4], [-0.2, -0.5, 0.5], [0.0, -0.1, -0.1]]
}